Entry 1:
12
Properties=species:S:1:pos:R:3:forces:R:3 method="wB97M-V/def2-TZVPD" homo_energy_ev=-8.99 de_lowest_kj_mol=159.0 lumo_energy_ha=0.0337 orbital_gap_ev=9.91 e_tot_ha=-670.6635
C -0.67580 -1.39843 0.69607 2.5 -1.3 1.1
C 0.54530 -0.84269 -0.05618 -3.1 0.9 -2.5
F 1.70734 -1.45309 0.19288 1.3 -0.4 0.9
C 0.57116 0.63511 0.02201 1.2 2.6 1.0
N -0.08300 1.34265 -0.81512 0.5 -1.2 0.3
S 0.05800 3.02384 -0.78694 -0.5 0.0 -0.1
H -1.48144 -1.60035 0.02317 -0.5 -0.1 -0.1
H -0.24541 -2.33270 1.15436 -1.0 0.5 -0.4
H -0.93579 -0.76621 1.52921 -0.4 0.3 0.2
H 0.31824 -0.92844 -1.13516 0.3 -0.7 0.2
H 1.19273 1.15559 0.82416 -0.5 -0.8 -0.7
H -0.97132 3.16473 -1.64846 0.3 0.3 0.2

***

Entry 2:
13
Properties=species:S:1:pos:R:3:forces:R:3 method="wB97M-V/def2-TZVPD" spin_multiplicity=3 homo_energy_ev="-0.95 / -4.59" total_charge=-1 lumo_energy_ha="0.1420 / 0.1177" orbital_gap_ev="4.82 / 7.79" s2=2.007 e_tot_ha=-766.3584
C -0.14423 -0.06020 -1.27366 2.2 -3.2 0.8
C -0.18536 0.29581 1.28938 2.8 -1.5 -1.9
C -0.85896 -0.31935 0.04987 0.0 5.1 -0.7
O -1.86900 -3.38834 -1.12397 -0.4 -0.1 -1.7
O -0.31356 -3.73085 0.75400 1.9 -0.7 0.7
F -2.06136 0.50454 -0.03370 0.5 -1.4 -0.2
S -1.57203 -3.13024 0.29530 -1.6 0.3 1.0
H -0.68763 -0.20457 -2.14733 -1.9 -0.6 -1.2
H 0.13384 0.97031 -1.35640 0.8 0.7 0.4
H 0.72783 -0.86191 -1.47469 -1.5 2.1 0.9
H -0.91494 0.42384 1.99919 -1.7 0.7 1.7
H 0.51830 1.22662 1.17695 -1.6 -1.5 -0.3
H 0.43452 -0.52552 1.65117 0.4 0.1 0.3

***

Entry 3:
13
Properties=species:S:1:pos:R:3:forces:R:3 method="wB97M-V/def2-TZVPD" spin_multiplicity=6 homo_energy_ev="-24.42 / -24.28" total_charge=+3 de_lowest_kj_mol=60.1 lumo_energy_ha="-0.6443 / -0.7724" orbital_gap_ev="6.89 / 3.26" s2=8.760 e_tot_ha=-1605.7528
H -0.93415 -1.38420 -0.27416 -1.3 1.5 1.0
O -0.93252 -0.44351 0.19516 3.1 -2.8 0.7
Fe 2.58227 0.20671 -0.15168 0.8 -0.1 -0.5
O 0.80830 1.00335 0.16854 2.2 1.3 1.4
C 0.42427 -0.16436 0.29545 -6.4 -1.4 -3.5
O 1.07251 -1.13778 -0.15914 3.7 0.0 1.2
C -1.96329 0.62338 -0.10168 -2.4 1.8 -0.6
C -3.31694 -0.00875 0.01280 0.2 -0.2 0.2
H -1.76002 1.38984 0.64971 0.0 -0.1 0.1
H -1.72557 0.97708 -1.10836 0.2 -0.1 0.0
H -3.50884 -0.37612 1.02781 -0.1 0.1 -0.1
H -4.04844 0.78036 -0.20876 0.1 0.0 0.0
H -3.45708 -0.81239 -0.72152 0.0 0.1 0.1

***

Entry 4:
14
Properties=species:S:1:pos:R:3:forces:R:3 method="wB97M-V/def2-TZVPD" homo_energy_ev=-8.28 de_lowest_kj_mol=26.7 lumo_energy_ha=0.0095 orbital_gap_ev=8.53 e_tot_ha=-938.9661
C -0.34714 1.12121 1.21889 0.0 0.4 0.2
C -0.87580 0.55684 -0.02753 2.0 -1.9 -1.3
C 0.51720 -0.99606 -0.56630 -2.5 2.6 1.0
O 0.18846 -1.28567 -1.84092 0.5 -0.4 0.0
O 0.26137 -1.98081 0.32544 0.3 -0.3 -0.1
O 1.72994 -0.42232 -0.42639 0.0 -0.4 -0.2
I -1.33754 2.97642 1.88876 0.2 -0.4 0.0
I -0.73668 1.81671 -1.74688 -0.1 0.0 0.3
H -0.48551 0.42609 2.04418 -0.1 0.0 0.1
H 0.70338 1.39464 1.13809 -0.1 0.1 0.0
H -1.85736 0.10407 0.02674 -0.1 0.1 0.0
H -0.58638 -1.85970 -1.87045 0.0 0.0 0.1
H 0.88363 -1.93010 1.06350 0.0 0.1 -0.1
H 1.94245 0.07868 -1.22711 -0.1 0.0 0.0

***

Entry 5:
12
Properties=species:S:1:pos:R:3:forces:R:3 method="wB97M-V/def2-TZVPD" homo_energy_ev=-11.35 total_charge=+1 de_lowest_kj_mol=406.2 lumo_energy_ha=-0.1987 orbital_gap_ev=5.94 e_tot_ha=-524.7033
C -0.14179 -2.37305 1.06729 0.6 1.1 4.8
C -0.43858 -3.48090 -1.08708 0.9 1.1 1.2
C 1.02046 0.99665 0.42479 2.3 0.0 -2.4
N -0.38926 -3.07160 0.14470 -0.1 -1.5 -4.7
N 0.76448 0.64579 -0.82899 -1.3 -0.4 0.2
I -0.07071 1.67167 1.94880 -0.7 -0.2 0.0
H 0.15720 -2.80300 2.10256 -0.2 0.5 -1.9
H 0.33447 -3.23368 -1.80032 0.7 -0.3 0.6
H -1.30545 -3.79180 -1.56722 -1.8 -0.7 0.0
H 2.13595 1.10936 0.64289 -1.6 -0.5 -0.4
H -0.23863 0.48482 -1.24006 2.4 0.5 1.3
H 1.55541 0.41577 -1.49665 -1.2 0.4 1.3

***

Entry 6:
12
Properties=species:S:1:pos:R:3:forces:R:3 method="wB97M-V/def2-TZVPD" homo_energy_ev=-13.46 total_charge=+1 de_lowest_kj_mol=145.2 lumo_energy_ha=-0.1601 orbital_gap_ev=9.10 e_tot_ha=-524.8027
N 2.09678 1.64631 0.08740 -0.8 -2.0 1.6
C 1.35271 0.55266 0.09648 0.8 -0.7 0.9
N 0.95192 -0.56984 0.10735 -0.7 2.2 -0.3
C -0.30438 -1.31759 -0.05065 -1.9 0.7 -0.5
C -1.70884 -0.55320 -0.01187 0.2 -0.3 1.9
I -1.70047 1.52435 -0.30316 0.2 0.2 0.0
H 2.55705 2.17350 0.84778 -0.8 -1.0 0.0
H 2.13055 2.09224 -0.76815 0.2 1.1 -2.3
H -0.32506 -1.76225 -1.02175 0.9 -0.4 -0.6
H -0.45292 -2.10442 0.67876 0.9 0.0 0.2
H -2.09656 -0.75658 1.00974 0.1 0.6 -0.6
H -2.50076 -0.92519 -0.67193 0.9 -0.3 -0.2

***

Entry 7:
13
Properties=species:S:1:pos:R:3:forces:R:3 method="wB97M-V/def2-TZVPD" homo_energy_ev=-8.70 de_lowest_kj_mol=80.4 lumo_energy_ha=0.0025 orbital_gap_ev=8.76 e_tot_ha=-579.7421
C -1.44334 -1.08576 -1.09844 0.3 -0.1 3.6
C -0.44471 0.77069 0.33863 0.2 0.1 0.7
C 1.06958 0.55943 0.52285 -0.3 0.1 0.1
N -1.05900 0.04686 -1.71306 -0.1 0.4 -1.5
N -0.59488 0.99266 -1.12771 0.3 1.1 -0.5
N -1.12365 -0.38536 0.78040 -0.5 -1.8 -2.1
I -2.93910 -0.09025 1.67405 -0.1 0.2 -0.1
H -2.47917 -1.37745 -1.19418 -0.2 0.1 0.0
H -0.73342 -1.90418 -1.14081 0.1 0.0 -0.2
H -0.76935 1.70925 0.79696 0.0 -0.1 0.0
H 1.26372 0.22936 1.53995 0.0 0.0 0.0
H 1.60333 1.48407 0.32399 0.1 0.0 -0.1
H 1.40680 -0.20790 -0.17106 0.1 -0.1 0.0

***

Entry 8:
13
Properties=species:S:1:pos:R:3:forces:R:3 method="wB97M-V/def2-TZVPD" homo_energy_ev=-9.15 de_lowest_kj_mol=62.1 lumo_energy_ha=0.0154 orbital_gap_ev=9.57 e_tot_ha=-579.7491
C 0.13099 0.50658 -0.51307 2.5 -2.9 -0.1
C 1.45526 0.62350 -0.50441 -1.5 2.6 -0.9
C -0.39088 -0.89968 -0.35517 0.3 -0.6 -1.2
N 1.22788 0.28189 3.44581 0.5 0.4 0.3
N 0.76485 1.02152 2.73610 0.9 -1.7 0.4
N 0.05037 1.63557 2.00401 -2.5 1.5 -0.1
I 2.23831 2.58221 -0.82555 0.1 -0.4 0.1
H -0.40750 1.37605 -0.69458 -1.5 1.0 0.0
H 2.17475 -0.11365 -0.52399 1.3 -1.5 0.3
H -0.87837 -1.09706 0.56246 0.4 -0.2 1.7
H 0.29517 -1.72998 -0.70559 -0.2 1.2 1.0
H -1.23815 -1.13041 -0.93872 -1.2 0.4 -1.5
H 0.37783 2.09630 1.17760 0.9 0.2 0.1

***

Entry 9:
13
Properties=species:S:1:pos:R:3:forces:R:3 method="wB97M-V/def2-TZVPD" homo_energy_ev=-23.35 total_charge=+3 de_lowest_kj_mol=30.3 lumo_energy_ha=-0.7494 orbital_gap_ev=2.95 e_tot_ha=-532.2325
In -2.76141 1.08409 3.07814 -0.4 0.2 0.5
C 2.30782 0.30552 0.76804 -1.0 0.6 0.1
O 1.41656 0.02724 -0.21330 0.8 -0.6 -0.3
C 0.08058 -0.02247 -0.01574 -1.3 0.3 1.0
O -0.48941 0.20414 1.00711 0.4 -0.2 -0.5
O -0.40743 -0.41846 -1.19532 0.6 -0.2 -0.5
C -1.75708 -0.48356 -1.48415 -0.1 1.0 -0.1
H 1.88898 0.66767 1.70549 0.0 0.1 0.0
H 3.08791 0.92820 0.21478 0.6 -0.4 0.1
H 2.94095 -0.64070 0.94778 0.5 0.1 -0.3
H -1.83507 -0.42305 -2.59453 0.1 -0.4 0.0
H -2.31604 0.29336 -0.95596 -0.1 -0.3 0.3
H -2.15635 -1.52196 -1.26233 0.0 -0.1 -0.1

***

Entry 10:
14
Properties=species:S:1:pos:R:3:forces:R:3 method="wB97M-V/def2-TZVPD" spin_multiplicity=2 homo_energy_ev="-17.37 / -21.42" total_charge=+2 de_lowest_kj_mol=91.8 lumo_energy_ha="-0.4545 / -0.4558" orbital_gap_ev="5.00 / 9.01" s2=0.754 e_tot_ha=-608.1718
O -0.00781 1.29875 -0.06221 1.1 1.3 0.9
O -2.15955 1.90689 0.20498 1.1 -1.5 -1.0
C -1.23314 1.14098 -0.33437 -3.6 3.6 2.3
O -1.59310 0.22725 -1.12990 -1.5 -0.7 -1.1
H 1.77920 -2.23884 -0.49527 0.4 -0.7 -0.2
In 0.30296 -0.27009 -1.21726 0.3 0.2 -3.5
O 1.21857 -1.51924 -0.18641 2.3 -2.9 -0.2
H -1.75841 2.52917 0.82666 0.0 0.4 0.2
C 1.14234 -1.49421 1.26134 -0.7 -0.3 3.6
C 2.05306 -2.46738 1.89116 0.2 0.1 -0.6
H 0.11361 -1.77686 1.56770 0.4 0.5 -0.4
H 3.08863 -2.52593 1.55404 -0.1 0.0 0.3
H 1.36036 -0.44993 1.53782 0.0 -0.2 0.0
H 1.69157 -3.12910 2.67643 0.1 0.2 -0.2

***

Entry 11:
12
Properties=species:S:1:pos:R:3:forces:R:3 method="wB97M-V/def2-TZVPD" homo_energy_ev=-14.16 total_charge=+2 lumo_energy_ha=-0.3964 orbital_gap_ev=3.37 e_tot_ha=-278.5144
N -2.27260 0.15798 -0.89455 0.2 -0.1 -0.2
C -1.43222 -0.08030 0.15385 -0.2 0.4 0.0
C 0.08453 -0.08161 -0.30192 0.1 -0.6 -0.4
C 1.09790 -0.18847 0.74737 -0.3 0.8 0.0
O 0.93857 1.01332 -0.00248 0.3 0.3 -0.4
H -2.04673 1.04448 -1.36244 -0.1 0.1 0.2
H -1.42478 0.76563 0.87663 0.0 0.0 0.0
H -1.65113 -1.02389 0.65084 0.0 0.0 0.0
H 0.25788 -0.53925 -1.27760 -0.1 0.0 0.2
H 0.88301 -0.11411 1.80444 0.1 -0.3 0.1
H 2.01322 -0.64221 0.42994 -0.5 -1.3 1.5
La 3.55235 -0.31156 -0.82407 0.6 0.8 -1.0

***

Entry 12:
13
Properties=species:S:1:pos:R:3:forces:R:3 method="wB97M-V/def2-TZVPD" homo_energy_ev="-8.46 / -7.45" de_lowest_kj_mol=303.3 lumo_energy_ha="-0.0676 / -0.0523" orbital_gap_ev="6.62 / 6.03" e_tot_ha=-543.6263
O -1.20917 -2.71629 0.28899 0.7 0.4 -0.2
C -1.01971 -1.58211 -0.12655 -1.1 -0.7 0.9
C 0.17717 -0.79292 0.39997 0.5 -0.6 0.4
O 0.19332 0.51327 -0.14289 0.0 0.6 -0.9
C 1.29409 1.31240 0.26356 0.1 0.0 0.1
Mg -1.08122 0.80384 -1.96089 -1.0 -1.1 2.1
H 1.10309 -1.33030 0.14039 -0.1 0.1 0.1
H 0.09760 -0.72740 1.49676 0.0 -0.1 -0.3
H 1.15613 2.31809 -0.14725 0.0 -0.2 0.0
H 1.30630 1.39913 1.35918 0.2 -0.1 -0.3
H 2.22606 0.87870 -0.12659 -0.1 0.2 0.3
O -1.84267 -0.92154 -0.86650 0.9 0.5 -1.5
H -2.40098 0.84514 -0.57815 0.0 1.0 -0.7